[1]
This record from the Open Molecules 2025 dataset describes C22H38AsF4N2O4ReS4Si as an isolated structure. The level of theory is ωB97M-V/def2-TZVPD.

- Energy above the lowest of the compared OMol25 structures with the same formula, charge and spin: 0.524 eV
- Charge: +2
- HOMO-LUMO gap: 6.79 eV
- HOMO: -14.650 eV
- Molar mass: 888.03 g mol⁻¹

Geometry (Å):
Re1 0.8315 -1.4952 0.6364
C1 -1.1553 -2.5885 2.6319
N1 0.2754 -2.1728 2.5973
C2 1.0946 -3.3037 3.1444
C3 0.4944 -0.9774 3.4777
C4 1.8675 -0.4211 3.1726
N2 2.1137 -0.6407 1.7340
C5 3.3664 -0.1327 1.2826
C6 4.4480 -0.9834 1.1028
F1 4.2878 -2.2922 1.3549
C7 5.6664 -0.4919 0.6646
F2 6.6697 -1.3408 0.4869
C8 5.8325 0.8563 0.4169
C9 4.7614 1.7100 0.6118
F3 4.8851 3.0085 0.3771
C10 3.5398 1.2250 1.0460
F4 2.5061 2.0500 1.2321
H1 -1.4382 -2.8268 3.6586
H2 -1.2845 -3.4696 2.0064
H3 -1.7870 -1.7837 2.2637
H4 0.8317 -3.4338 4.1944
H5 2.1544 -3.0834 3.0463
H6 0.8630 -4.2184 2.6076
H7 0.3979 -1.2825 4.5205
H8 -0.2860 -0.2504 3.2614
H9 2.6607 -0.8896 3.7594
H10 1.8924 0.6509 3.3759
H11 6.7862 1.2388 0.0790
S1 1.5230 -1.9172 -2.8790
As1 1.1003 -4.0852 -3.7280
S2 1.2605 -3.6410 -0.0171
S3 2.3860 -2.2564 -1.0440
S4 0.4093 -3.6034 -5.5241
C11 -2.3448 -2.4592 -2.3599
C12 -3.1211 -1.2139 -1.9561
C13 -4.2065 -0.8972 -2.9702
C14 -3.7054 -1.3599 -0.5604
O1 -2.1880 -0.0971 -2.0099
Si1 -1.3987 0.7960 -0.9547
O2 -0.3026 -0.4364 -0.1773
O3 -0.4265 1.8792 -1.5755
C15 0.5136 2.0928 -2.6662
C16 0.0156 1.3697 -3.9038
C17 1.8709 1.5856 -2.2020
C18 0.5455 3.5959 -2.8854
O4 -2.3214 1.4072 0.1829
C19 -2.2034 2.1712 1.4134
C20 -3.0608 3.4112 1.2272
C21 -2.7571 1.2966 2.5228
C22 -0.7483 2.5396 1.6555
H12 -3.0036 -3.3285 -2.3714
H13 -1.5304 -2.6515 -1.6554
H14 -1.9230 -2.3289 -3.3579
H15 -4.9234 -1.7170 -3.0265
H16 -3.7698 -0.7484 -3.9575
H17 -4.7403 0.0095 -2.6856
H18 -4.4302 -2.1742 -0.5496
H19 -4.2085 -0.4452 -0.2494
H20 -2.9251 -1.5973 0.1712
H21 -0.0765 0.2984 -3.7243
H22 0.7115 1.5246 -4.7291
H23 -0.9610 1.7516 -4.2018
H24 1.8156 0.5282 -1.9202
H25 2.2175 2.1658 -1.3465
H26 2.6022 1.6817 -3.0055
H27 -0.4388 3.9603 -3.1776
H28 1.2529 3.8449 -3.6771
H29 0.8541 4.1076 -1.9734
H30 -4.0859 3.1296 0.9884
H31 -2.6703 4.0279 0.4175
H32 -3.0685 4.0061 2.1412
H33 -3.8057 1.0594 2.3432
H34 -2.6740 1.7958 3.4889
H35 -2.2001 0.3608 2.5654
H36 -0.3412 3.0913 0.8084
H37 -0.1325 1.6457 1.8069
H38 -0.6606 3.1631 2.5458



[2]
This record from the Open Molecules 2025 dataset describes C22H38BClN4O18V as an isolated structure in a non-equilibrium geometry. The level of theory is ωB97M-V/def2-TZVPD.

- Energy above the lowest of the compared OMol25 structures with the same formula, charge and spin: 0.000 eV
- Charge: -3
- HOMO-LUMO gap: 6.03 eV
- HOMO: -0.675 eV
- Molar mass: 743.77 g mol⁻¹

Geometry (Å):
O1 -0.1794 -1.8978 -3.2854
V1 0.3609 -0.7134 -2.5069
O2 -0.8216 -0.1207 -1.6673
N1 3.5863 -1.1521 -3.7729
O3 4.2682 -0.6956 -4.7139
O4 2.3269 -1.0780 -3.8589
O5 4.1318 -1.7305 -2.8334
N2 3.1346 1.2913 -1.3458
O6 3.6902 0.8119 -0.3493
O7 3.6863 2.1408 -2.0500
O8 1.9315 0.9405 -1.6116
Cl1 1.2024 -2.3530 -0.4466
O9 -0.4660 1.4813 -6.9161
C1 0.3034 2.0547 -6.2065
O10 1.0441 3.0938 -6.4904
B1 1.7551 3.5719 -5.2788
O11 1.3083 2.6543 -4.2095
C2 0.5399 1.7229 -4.7059
O12 0.0858 0.7804 -4.1032
O13 3.2191 3.4749 -5.4679
C3 3.7623 4.6360 -5.1563
O14 4.9253 4.8829 -5.0239
C4 2.6247 5.6403 -4.8484
O15 1.4834 4.9833 -4.9979
O16 2.7313 6.7956 -4.5612
C5 -0.3494 -4.8573 1.7066
C6 -1.7539 -5.4360 1.4724
C7 -2.4742 -5.6473 2.8029
C8 -3.2643 -4.4130 3.2622
C9 -4.0854 -3.7600 2.1756
C10 -3.3494 -3.4674 0.8696
N3 -2.5283 -4.6086 0.5292
O17 -1.8521 -4.4140 -0.6924
C11 -4.4242 -3.2545 -0.1867
C12 -2.5438 -2.1737 0.9938
C13 -1.6261 -6.7852 0.7297
H1 -0.3424 -3.7714 1.8146
H2 0.3272 -4.9526 0.8409
H3 0.2465 -5.4395 2.4164
H4 -3.2154 -6.4425 2.6697
H5 -1.7443 -5.8395 3.5850
H6 -2.5609 -3.6901 3.7023
H7 -3.8901 -4.6790 4.1227
H8 -4.6777 -2.9066 2.5162
H9 -4.9088 -4.4758 1.9832
H10 -5.1527 -2.4846 0.0759
H11 -3.9706 -2.8239 -1.0906
H12 -4.8613 -4.1879 -0.5474
H13 -2.0109 -2.0649 0.0465
H14 -3.1577 -1.2801 1.0942
H15 -1.7256 -2.2473 1.7122
H16 -2.6004 -7.0815 0.3452
H17 -1.3660 -7.5882 1.4427
H18 -0.8238 -6.7922 -0.0005
H19 -1.0150 -3.9424 -0.4980
C14 -0.0863 4.9921 1.6389
C15 1.1176 4.1092 1.2490
C16 2.2200 4.1966 2.3298
C17 1.8881 3.4137 3.5914
C18 1.4989 1.9725 3.2861
C19 0.4614 1.8205 2.1468
N4 0.8184 2.7076 1.0681
O18 -0.0571 2.5133 -0.0224
C20 0.5900 0.3816 1.6529
C21 -0.9613 2.0291 2.7094
C22 1.7629 4.6685 -0.0233
H20 -0.5480 4.5637 2.5307
H21 -0.8353 4.9885 0.8508
H22 0.2900 5.9670 1.9572
H23 3.1534 3.8443 1.8872
H24 2.3593 5.2622 2.5455
H25 1.0573 3.9153 4.1028
H26 2.7431 3.4769 4.2736
H27 1.0208 1.6211 4.2101
H28 2.3178 1.2859 3.0762
H29 1.5861 0.1727 1.2532
H30 0.6093 -0.2829 2.5336
H31 -0.1914 0.0330 0.9834
H32 -1.6348 2.2523 1.8793
H33 -1.3563 1.0862 3.1101
H34 -0.9862 2.7126 3.5603
H35 0.9590 4.7217 -0.7673
H36 2.5139 3.9858 -0.4274
H37 2.1991 5.6652 0.0441
H38 0.5566 2.2149 -0.7160



[3]
This record from the Open Molecules 2025 dataset describes C22H38BGaN4O4PS2 as an isolated structure in a non-equilibrium geometry. The level of theory is ωB97M-V/def2-TZVPD.

- Charge: -1
- HOMO-LUMO gap: 5.85 eV
- HOMO: -4.379 eV
- Molar mass: 598.21 g mol⁻¹

Geometry (Å):
C1 1.4973 1.9475 -0.8222
C2 0.4534 0.7599 -0.4975
Ga1 1.3409 -1.1201 -0.6156
C3 0.0001 -2.5862 0.0312
C4 -0.7082 -2.1201 1.3566
C5 -2.1831 -2.7272 1.5300
S1 -3.4383 -1.3870 1.8583
C6 -4.0263 -0.9652 0.1668
S2 -2.8881 -0.9314 -1.0184
N1 -5.4562 -0.7201 -0.0151
C7 -6.0891 -1.8011 -0.7381
C8 -5.7382 -3.1722 -0.2964
C9 -6.2600 -4.3696 -0.9136
C10 -7.1752 -4.2206 -2.0477
C11 -7.5464 -2.8882 -2.4684
C12 -7.0330 -1.6591 -1.8360
C13 -5.7418 0.5919 -0.5729
C14 -6.4190 1.5443 0.3231
C15 -6.7468 2.9087 -0.0479
C16 -6.3725 3.3692 -1.3844
C17 -5.7295 2.4305 -2.2833
C18 -5.3983 1.0574 -1.9101
B1 3.0483 -1.3044 0.5862
N2 4.0647 -0.2018 0.6609
O1 3.2929 -2.4839 1.3656
P1 2.0137 -1.6253 -2.8394
N3 3.3429 -0.8430 -3.2038
O2 2.3288 -3.2800 -2.9151
O3 0.8055 -1.2417 -3.9829
H1 2.4847 1.4524 -1.0123
H2 1.1684 2.4825 -1.7482
H3 1.5224 2.6630 0.0400
H4 -0.0282 0.9310 0.5000
H5 -0.3131 0.8069 -1.3208
H6 -0.6961 -2.7759 -0.8277
H7 0.5518 -3.5593 0.2018
H8 -0.8563 -1.0031 1.3155
H9 -0.1101 -2.3378 2.2786
H10 -2.4821 -3.2543 0.5809
H11 -2.1790 -3.5012 2.3382
H12 -5.0395 -3.3167 0.5672
H13 -5.9686 -5.3786 -0.5312
H14 -7.5439 -5.1521 -2.5342
H15 -8.2516 -2.8173 -3.3357
H16 -7.3413 -0.6497 -2.1801
H17 -6.6958 1.1933 1.3457
H18 -7.2526 3.5808 0.6877
H19 -6.6007 4.4248 -1.6477
H20 -5.4315 2.7695 -3.2993
H21 -4.8812 0.3692 -2.6213
H22 4.3625 0.1170 -0.2647
H23 3.6207 0.5813 1.1581
H24 2.6267 -2.4731 2.0770
H25 3.6458 -0.2504 -2.4315
H26 2.5890 -3.5203 -3.8257
H27 -0.0493 -1.5723 -3.6465
C19 7.5677 2.8750 3.9804
C20 7.0138 1.8345 3.0107
C21 7.5453 1.9892 1.5737
O4 6.9519 3.0507 0.8382
C22 7.5089 4.3266 1.0895
N4 5.5500 1.8770 3.0525
H28 7.1079 3.8557 3.8501
H29 7.3762 2.5695 5.0115
H30 8.6496 2.9856 3.8624
H31 7.3362 0.8528 3.3725
H32 7.2935 1.0782 1.0242
H33 8.6403 2.0705 1.5557
H34 8.5843 4.2755 1.2846
H35 6.9941 4.8082 1.9242
H36 7.3460 4.9435 0.2037
H37 5.1869 1.1189 2.4759
H38 5.2579 2.7178 2.5565



Which DFT total energy belongs to each record? In order, -5867.01427, -3863.50443, -4468.42875 Ha.